# 1
# C27H34B2N7O7Pt

A molecular structure, C27H34B2N7O7Pt (ωB97M-V with the def2-TZVPD basis set, OMol25).

Each line ends with the Löwdin charge.
Element x y z (Å)
Pt: -1.14487 -0.32573 -0.15541  1.05
B: -2.34976 -2.62538 2.13343  -0.43
N: -1.56020 -1.41774 2.70509  -0.07
C: -1.32773 -1.12845 3.99159  -0.09
C: -0.78330 0.14163 4.07118  -0.07
C: -0.71890 0.57177 2.74438  -0.15
N: -1.18663 -0.37816 1.93753  -0.14
N: -1.51334 -3.19227 0.95568  -0.08
C: -1.24508 -4.46784 0.64760  -0.10
C: -0.59315 -4.50380 -0.57385  -0.07
C: -0.50468 -3.16386 -0.95162  -0.15
N: -1.06621 -2.39489 -0.02350  -0.15
H: -3.42936 -2.25929 1.73050  0.06
H: -2.41854 -3.47375 2.99199  0.07
H: -1.58128 -1.84246 4.75662  0.11
H: -0.48844 0.68229 4.95342  0.09
H: -0.36976 1.50201 2.32804  0.11
H: -1.53928 -5.25505 1.32085  0.11
H: -0.23150 -5.36552 -1.10617  0.08
H: -0.05395 -2.69793 -1.81238  0.10
C: -5.51754 3.44694 0.29357  -0.02
C: -4.16206 2.88675 0.68052  -0.62
N: -3.97404 1.58536 0.37606  0.16
O: -3.33121 3.56919 1.25726  0.01
H: -5.85775 3.05744 -0.66640  0.07
H: -5.44774 4.53020 0.24621  0.07
H: -6.24886 3.17505 1.05675  0.08
H: -4.59620 1.11969 -0.25958  0.10
H: -3.04968 1.17465 0.47826  0.02
C: 1.90357 2.36109 -2.42370  0.00
C: 2.99410 1.29558 -2.35355  -0.44
C: 4.30498 1.82840 -2.89819  -0.01
O: 3.17286 0.98340 -0.94695  0.18
B: 2.38735 -0.10495 -0.71268  -0.80
O: 1.94877 -0.75662 -1.82331  0.15
C: 2.55821 -0.08478 -2.95654  -0.45
C: 1.52493 0.01933 -4.06087  0.00
C: 3.73322 -0.95105 -3.38743  -0.01
H: 2.22219 3.21348 -1.82501  0.10
H: 0.96216 1.96697 -2.03135  0.06
H: 1.74442 2.69889 -3.44994  0.10
H: 4.52053 2.79287 -2.43823  0.09
H: 4.22930 1.97611 -3.97799  0.09
H: 5.13509 1.15491 -2.69274  0.08
H: 0.61320 0.47624 -3.68702  0.07
H: 1.28430 -0.98235 -4.42258  0.09
H: 1.90916 0.60142 -4.90095  0.10
H: 4.47821 -1.02619 -2.59355  0.09
H: 4.21437 -0.55601 -4.28288  0.09
H: 3.36373 -1.95367 -3.60493  0.09
O: 2.22877 1.28568 1.75551  0.15
C: 2.26085 0.09133 1.68169  -0.42
O: 2.13430 -0.61976 0.54995  0.21
C: 2.36968 -0.79564 2.88991  -0.10
C: 2.65132 -0.20141 4.11466  0.00
C: 2.73172 -0.97169 5.25912  0.01
C: 2.50985 -2.33433 5.15001  -0.14
C: 2.21056 -2.94736 3.94771  0.02
C: 2.14504 -2.16515 2.80647  0.02
N: 2.59228 -3.16330 6.36786  -0.35
O: 2.39372 -4.35647 6.25624  0.07
O: 2.85116 -2.60458 7.41603  0.07
H: 2.79529 0.86960 4.15027  0.13
H: 2.95239 -0.53929 6.22309  0.12
H: 2.02880 -4.01091 3.91674  0.12
H: 1.89750 -2.60835 1.85225  0.13
N: -1.01349 0.86354 -1.52967  -0.25
C: -1.84380 1.53504 -2.35305  -0.48
C: -2.30626 0.96568 -3.56288  -0.08
C: -3.08893 1.69630 -4.43940  -0.14
C: -3.45277 3.01026 -4.16551  -0.15
C: -3.00762 3.57832 -2.97355  -0.13
C: -2.22134 2.87210 -2.08407  -0.08
H: -2.05347 -0.06558 -3.77934  0.09
H: -3.42897 1.22200 -5.35428  0.09
H: -4.06839 3.57358 -4.85484  0.08
H: -3.28389 4.59816 -2.72724  0.09
H: -1.89794 3.31824 -1.15089  0.10

Kohn-Sham gap = 4.784 eV
HOMO level = -3.620 eV
Net charge = -1
E_LUMO = 1.16 eV
2S+1 = 1

***

# 2
# C27H34B2N7O7Pt

A molecular structure, C27H34B2N7O7Pt at a distorted geometry (ωB97M-V with the def2-TZVPD basis set, OMol25).

Each line ends with the Löwdin charge.
Element x y z (Å)
Pt: -1.20370 -0.96680 -0.41207  1.07
B: -1.37375 -2.45062 -3.67006  -0.42
N: -1.21817 -3.33689 -2.38682  -0.07
C: -1.09919 -4.66763 -2.34717  -0.10
C: -0.67583 -5.04406 -1.08390  -0.07
C: -0.55175 -3.84560 -0.38875  -0.18
N: -0.86638 -2.82325 -1.19268  -0.17
N: -2.25498 -1.21704 -3.34527  -0.08
C: -3.13467 -0.63796 -4.17246  -0.11
C: -3.49910 0.59047 -3.65167  -0.07
C: -2.76749 0.68497 -2.46795  -0.17
N: -2.02127 -0.40219 -2.30245  -0.14
H: -0.28083 -2.09266 -4.03936  0.06
H: -1.94838 -3.11412 -4.50428  0.06
H: -1.31235 -5.24764 -3.22881  0.11
H: -0.49188 -6.03912 -0.71980  0.08
H: -0.28730 -3.65314 0.63827  0.10
H: -3.42411 -1.14031 -5.07999  0.11
H: -4.18895 1.30604 -4.06297  0.08
H: -2.73622 1.46367 -1.72498  0.09
C: 2.51575 2.77822 1.33064  0.04
C: 1.54756 1.61883 1.19056  -0.58
N: 1.51633 0.76186 2.32626  0.15
O: 1.80837 0.94178 0.03798  0.20
H: 3.49928 2.38264 1.57955  0.09
H: 2.19287 3.45298 2.12486  0.09
H: 2.56829 3.32270 0.39012  0.10
H: 1.05987 1.24070 3.09540  0.10
H: 0.93488 -0.04182 2.10273  0.04
C: 2.66999 -2.71552 -2.17042  0.00
C: 3.60032 -1.77324 -1.42872  -0.44
C: 4.92162 -1.66836 -2.17742  -0.02
O: 2.99214 -0.46754 -1.44924  0.18
B: 2.54945 -0.17867 -0.18470  -0.79
O: 2.95006 -1.08853 0.75840  0.16
C: 3.74123 -2.09605 0.11491  -0.44
C: 3.17942 -3.44428 0.52697  0.00
C: 5.16165 -1.94833 0.65148  -0.02
H: 2.59662 -2.40015 -3.21039  0.09
H: 1.66877 -2.67955 -1.75083  0.07
H: 3.03338 -3.74510 -2.14342  0.09
H: 4.71423 -1.33903 -3.19567  0.09
H: 5.42287 -2.63699 -2.22561  0.09
H: 5.59362 -0.94586 -1.71729  0.08
H: 2.15066 -3.56616 0.19689  0.06
H: 3.20000 -3.51427 1.61491  0.09
H: 3.77957 -4.26037 0.11606  0.09
H: 5.53570 -0.93599 0.49626  0.09
H: 5.84762 -2.65284 0.17871  0.09
H: 5.15118 -2.14083 1.72489  0.09
O: 0.20033 2.23519 1.07886  0.03
C: -0.33195 2.77347 -0.01648  -0.47
O: -0.15982 2.39827 -1.13113  0.13
C: -1.28274 3.91482 0.30588  -0.09
C: -1.51870 4.35518 1.60573  0.01
C: -2.39163 5.40124 1.84398  0.01
C: -3.02036 6.00020 0.76780  -0.15
C: -2.80900 5.58004 -0.53242  0.01
C: -1.93662 4.52974 -0.75510  0.00
N: -3.94497 7.11993 1.01540  -0.35
O: -4.47314 7.64344 0.05417  0.07
O: -4.12094 7.46719 2.16716  0.07
H: -1.01985 3.86369 2.42782  0.12
H: -2.59263 5.75613 2.84374  0.12
H: -3.32497 6.07409 -1.34208  0.12
H: -1.74500 4.16652 -1.75634  0.12
N: -0.75312 -0.59680 1.28199  -0.27
C: -1.58663 -0.60516 2.37879  -0.45
C: -2.62414 0.33966 2.56588  -0.07
C: -3.37930 0.36731 3.72559  -0.13
C: -3.16131 -0.55380 4.74417  -0.15
C: -2.15330 -1.49683 4.58208  -0.13
C: -1.36886 -1.51295 3.44361  -0.07
H: -2.80480 1.04060 1.76036  0.08
H: -4.16557 1.10752 3.83066  0.09
H: -3.76225 -0.53636 5.64461  0.08
H: -1.96807 -2.22229 5.36763  0.09
H: -0.56766 -2.23637 3.33688  0.09

Kohn-Sham gap = 4.892 eV
HOMO level = -3.656 eV
Net charge = -1
E_LUMO = 1.24 eV
2S+1 = 1

***

# 3
# C27H34CaCl3N4O8S4

A molecular structure, C27H34CaCl3N4O8S4 (ωB97M-V with the def2-TZVPD basis set, OMol25).

Each line ends with the Löwdin charge.
Element x y z (Å)
Ca: -0.05859 0.06788 0.73513  1.10
C: -2.29916 1.57359 -2.41707  -0.53
C: -1.94137 2.94957 -1.87199  -0.50
S: -0.83043 2.92021 -0.44291  0.87
C: -1.70656 3.97119 0.73821  -0.53
C: -3.13041 3.60109 1.14100  -0.51
S: -3.35450 1.92348 1.78236  0.86
C: -4.73325 1.34030 0.77323  -0.55
C: -4.51401 1.27789 -0.73364  -0.52
S: -3.02100 0.39290 -1.26014  0.82
H: -1.39057 1.08595 -2.77650  0.04
H: -2.96918 1.69793 -3.27139  0.08
H: -2.83416 3.51283 -1.59693  0.06
H: -1.44664 3.50292 -2.67169  0.08
H: -1.72696 4.99543 0.35347  0.08
H: -1.06672 3.97210 1.62016  0.05
H: -3.81071 3.72837 0.29843  0.06
H: -3.45448 4.30869 1.90748  0.07
H: -5.62362 1.94230 0.97406  0.08
H: -4.95109 0.34251 1.16133  0.06
H: -4.47758 2.28391 -1.15213  0.06
H: -5.38223 0.78939 -1.18151  0.08
Cl: -0.75746 -2.10936 -1.65774  0.57
C: -0.22034 -3.59730 -2.49606  -0.96
Cl: -1.48629 -4.80905 -2.57594  0.63
H: 0.62111 -3.98849 -1.93470  0.03
H: 0.07688 -3.29648 -3.49439  0.02
C: 0.70655 3.25588 5.28448  -0.01
N: 1.42349 2.89944 4.07144  -0.04
C: 2.75460 3.10837 3.92999  -0.05
C: 3.41459 2.73372 2.81778  0.00
C: 2.64622 2.05586 1.81234  -0.37
N: 1.34316 1.87288 1.93802  0.10
C: 0.68567 2.29296 3.04828  -0.56
O: -0.52402 2.15835 3.18345  -0.01
N: 3.23565 1.56181 0.72523  0.21
H: 1.42495 3.62426 6.01405  0.09
H: 0.19277 2.38024 5.67645  0.10
H: -0.03881 4.02230 5.07574  0.09
H: 3.24827 3.58813 4.76473  0.13
H: 4.47576 2.89212 2.71286  0.10
H: 4.22111 1.67345 0.57525  0.12
H: 2.66615 1.07656 0.03071  0.07
O: 0.77904 1.50537 -2.95960  0.02
C: 1.47422 0.84008 -2.19428  -0.62
O: 1.13587 0.46466 -1.01674  -0.34
C: 2.82012 0.33170 -2.67018  -0.13
C: 3.47504 -0.68079 -1.98149  -0.03
C: 4.71042 -1.17867 -2.41042  0.02
C: 5.24004 -0.61173 -3.54174  -0.22
O: 6.42394 -0.91375 -4.16587  0.02
C: 6.48728 -0.07281 -5.31552  -0.14
O: 5.34258 0.77192 -5.32071  0.02
C: 4.58817 0.39580 -4.23200  -0.20
C: 3.37567 0.88686 -3.83251  0.07
H: 3.00359 -1.09509 -1.09902  0.11
H: 5.21844 -1.97569 -1.88664  0.12
H: 6.48327 -0.69446 -6.21530  0.13
H: 7.38893 0.54272 -5.25981  0.13
H: 2.84445 1.65863 -4.36938  0.13
N: -1.83098 -1.25345 2.01151  0.00
C: -2.17341 -2.58165 1.60062  -0.34
C: -1.34762 -3.64794 1.93130  -0.04
C: -1.63454 -4.91586 1.44706  -0.05
C: -2.73919 -5.13343 0.63663  -0.29
C: -3.56504 -4.06606 0.32075  -0.07
C: -3.28769 -2.79485 0.80111  -0.06
S: -3.09872 -6.77340 -0.00482  0.37
O: -1.79016 -7.39766 -0.14383  -0.38
O: -3.77956 -6.51483 -1.26909  -0.41
O: -3.94425 -7.38718 1.00753  -0.37
H: -1.34316 -1.25428 2.90534  0.05
H: -2.65081 -0.66928 2.11511  0.04
H: -0.47631 -3.47506 2.55200  0.09
H: -0.98325 -5.74925 1.67437  0.11
H: -4.40792 -4.23895 -0.33537  0.11
H: -3.91872 -1.95836 0.51904  0.08
Cl: 1.21708 -0.96298 3.66041  0.33
C: 1.54330 -1.35435 1.85273  -0.69
H: 1.41150 -2.43965 1.81844  -0.06
H: 2.62164 -1.18238 1.75944  -0.06

Kohn-Sham gap = 6.865 eV
HOMO level = -5.154 eV
Net charge = -1
E_LUMO = 1.71 eV
2S+1 = 1